Below is C3H7NO2P as an isolated structure in a non-equilibrium geometry, with properties calculated with the ωB97M-V functional and the def2-TZVPD basis.

Computed properties:
total charge = +1
2S+1 = 1
HOMO level = -14.959 eV
energy = -18088.25822 eV
Kohn-Sham gap = 10.01 eV

Each line ends with the Mulliken charge.
Positions of all 14 atoms, in Å:
C -0.97150 1.71247 0.25506  -0.06
C -1.73417 -0.74595 -0.13260  -0.16
C 2.04909 -0.67066 0.05226  -0.84
N -0.88880 0.38469 -0.72251  -0.37
O 0.33964 1.35168 0.98846  -0.32
O -0.99324 -1.23026 0.92515  -0.47
P 0.44217 0.00835 0.24196  0.89
H -0.78113 2.58053 -0.32225  0.27
H -1.83098 1.73002 0.90070  0.29
H -2.82079 -0.51094 0.08083  0.35
H -1.55722 -1.46287 -0.98390  0.29
H 2.76088 0.04396 0.40319  0.39
H 2.39412 -1.28467 -0.81480  0.38
H 2.10838 -1.40035 0.98346  0.36

Below is a 2-piece molecular cluster, C5H13N2 overall in a non-equilibrium geometry, with properties calculated with the ωB97M-V functional and the def2-TZVPD basis.

Computed properties:
total charge = +1
2S+1 = 1
HOMO level = -14.658 eV
energy = -8361.60586 eV
Kohn-Sham gap = 5.84 eV

Each line ends with the Mulliken charge.
Positions of all 20 atoms, in Å:
C 2.50629 -0.62972 -0.58702  -1.15
C 1.05028 -0.16145 -0.99078  -0.27
C 0.49025 1.01741 -0.16055  -0.75
C -0.09860 0.60500 1.17124  -0.51
N -2.14741 0.35270 -0.77888  -0.18
C -2.37786 -0.46181 0.19794  -0.38
N -0.55827 -0.81486 1.12942  -0.42
H 3.14746 0.23218 -0.65945  0.33
H 2.46604 -1.11780 0.40726  0.29
H 2.92176 -1.47115 -1.19219  0.34
H 1.11325 0.15627 -2.08189  0.29
H 0.23395 -0.96683 -0.92479  0.26
H 1.33050 1.64874 0.09538  0.45
H -0.21932 1.56827 -0.74085  0.36
H -1.06274 1.16698 1.18605  0.36
H 0.48993 0.88504 2.01926  0.55
H -2.76623 -0.08204 1.18490  0.43
H -2.96327 0.47824 -1.39205  0.31
H -2.49525 -1.50666 0.10546  0.35
H -1.06076 -0.89850 2.01155  0.33